{
  "formula": "C38H68O30",
  "method": "ωB97M-V/def2-TZVPD",
  "homo_energy_ev": -10.474,
  "gap_ev": 10.55,
  "relative_energy_kj_mol": 2.4,
  "multiplicity": 1,
  "lumo_ev": 0.1,
  "max_force_ha_per_bohr": 0.03906,
  "total_energy_ha": -3746.0194,
  "smiles": "C[C@H]1COC(=O)O1.C[C@H]1COC(=O)O1.C[C@H]1COC(=O)O1.C[C@H]1COC(=O)O1.CCOC(=O)OC.CCOC(=O)OC.CCOC(=O)OC.CCOC(=O)OC.COC(=O)OC.COC(=O)OC",
  "symbols": ["C", "C", "C", "O", "C", "O", "O", "H", "H", "H", "H", "H", "H", "C", "C", "C", "O", "C", "O", "O", "H", "H", "H", "H", "H", "H", "C", "C", "C", "O", "C", "O", "O", "H", "H", "H", "H", "H", "H", "C", "C", "C", "O", "C", "O", "O", "H", "H", "H", "H", "H", "H", "C", "C", "O", "C", "O", "O", "C", "H", "H", "H", "H", "H", "H", "H", "H", "C", "C", "O", "C", "O", "O", "C", "H", "H", "H", "H", "H", "H", "H", "H", "C", "C", "O", "C", "O", "O", "C", "H", "H", "H", "H", "H", "H", "H", "H", "C", "C", "O", "C", "O", "O", "C", "H", "H", "H", "H", "H", "H", "H", "H", "C", "O", "C", "O", "O", "C", "H", "H", "H", "H", "H", "H", "C", "O", "C", "O", "O", "C", "H", "H", "H", "H", "H", "H"],
  "coordinates": [[4.497, -9.623, 6.597], [4.532, -8.229, 6.007], [3.532, -7.243, 6.671], [4.312, -6.071, 6.835], [5.629, -6.403, 6.847], [6.490, -5.702, 7.261], [5.792, -7.644, 6.373], [4.714, -9.585, 7.664], [5.205, -10.246, 6.053], [3.494, -10.057, 6.550], [4.339, -8.185, 4.937], [3.090, -7.506, 7.634], [2.717, -7.074, 5.965], [11.742, -14.471, 11.837], [11.196, -13.260, 11.123], [9.806, -12.762, 11.616], [9.948, -11.379, 11.772], [11.272, -11.040, 11.676], [11.675, -9.946, 11.894], [12.002, -12.091, 11.311], [11.000, -15.266, 11.939], [12.045, -14.194, 12.846], [12.538, -14.915, 11.241], [11.045, -13.432, 10.058], [9.592, -13.274, 12.559], [9.116, -13.071, 10.831], [5.940, -14.896, 7.225], [4.757, -13.947, 7.034], [3.387, -14.489, 7.472], [2.944, -13.537, 8.432], [3.847, -12.552, 8.620], [3.746, -11.663, 9.389], [4.960, -12.863, 7.916], [5.868, -15.817, 6.643], [5.877, -15.175, 8.285], [6.947, -14.508, 7.090], [4.803, -13.631, 5.988], [3.457, -15.462, 7.957], [2.687, -14.540, 6.641], [12.615, -13.452, 7.623], [13.500, -12.345, 7.089], [14.798, -12.732, 6.375], [14.722, -12.085, 5.124], [13.530, -11.397, 5.007], [13.230, -10.787, 4.038], [12.794, -11.600, 6.095], [11.659, -13.098, 8.000], [13.202, -13.883, 8.438], [12.419, -14.175, 6.829], [13.718, -11.662, 7.911], [14.915, -13.809, 6.237], [15.617, -12.366, 6.997], [8.211, -11.385, 7.817], [8.859, -10.190, 8.469], [9.530, -9.363, 7.525], [10.822, -9.130, 7.649], [11.622, -9.802, 8.253], [11.089, -7.957, 7.096], [12.431, -7.497, 7.065], [7.778, -12.011, 8.595], [8.861, -11.905, 7.110], [7.408, -11.040, 7.155], [9.520, -10.523, 9.274], [8.124, -9.564, 8.979], [12.987, -7.856, 6.203], [12.900, -7.697, 8.031], [12.356, -6.409, 7.023], [5.542, -7.003, 10.418], [6.440, -7.892, 11.226], [6.093, -9.251, 10.872], [6.380, -10.186, 11.758], [6.661, -10.038, 12.914], [6.290, -11.378, 11.155], [6.192, -12.501, 12.045], [4.512, -7.148, 10.745], [5.481, -7.272, 9.358], [5.877, -5.968, 10.382], [6.298, -7.709, 12.291], [7.517, -7.819, 11.057], [5.718, -13.341, 11.547], [5.707, -12.208, 12.970], [7.241, -12.739, 12.201], [19.082, -8.634, 11.922], [18.214, -8.153, 10.777], [18.271, -6.717, 10.708], [17.622, -6.072, 9.741], [17.767, -4.897, 9.577], [16.834, -6.866, 9.023], [16.020, -6.269, 8.024], [19.336, -7.889, 12.675], [20.061, -8.939, 11.527], [18.766, -9.537, 12.445], [17.183, -8.362, 11.079], [18.472, -8.589, 9.817], [15.260, -5.616, 8.451], [15.517, -7.086, 7.508], [16.643, -5.743, 7.301], [10.137, -5.642, 9.565], [9.904, -4.530, 8.558], [11.091, -3.724, 8.538], [11.118, -2.565, 7.898], [11.939, -1.724, 8.122], [10.174, -2.486, 6.947], [10.026, -1.187, 6.363], [9.218, -6.166, 9.814], [10.536, -5.152, 10.456], [10.890, -6.341, 9.207], [9.017, -3.967, 8.845], [9.786, -4.950, 7.558], [9.300, -1.297, 5.557], [10.963, -0.895, 5.895], [9.596, -0.510, 7.096], [15.970, -7.709, 14.692], [15.492, -7.640, 13.347], [14.183, -7.452, 13.165], [13.327, -7.642, 13.986], [14.031, -7.018, 11.919], [12.752, -6.539, 11.514], [16.793, -8.423, 14.650], [15.209, -7.941, 15.427], [16.480, -6.772, 14.924], [12.270, -5.778, 12.119], [12.106, -7.422, 11.449], [12.876, -6.238, 10.476], [14.788, -9.725, 9.950], [15.087, -10.310, 11.206], [15.130, -11.636, 11.349], [15.198, -12.443, 10.466], [15.190, -11.973, 12.624], [15.156, -11.047, 13.681], [15.318, -8.776, 9.847], [13.712, -9.620, 9.840], [15.306, -10.269, 9.150], [14.329, -10.333, 13.706], [16.075, -10.461, 13.730], [15.038, -11.559, 14.636]],
  "forces_ev_per_angstrom": [[-0.3, 0.1, -0.2], [-0.9, 0.2, 1.7], [-0.1, -0.3, -0.8], [0.1, 0.4, 0.1], [-0.6, 0.0, 0.1], [0.4, 0.3, -0.1], [0.3, -0.3, -0.6], [0.4, 0.0, -0.1], [0.0, -0.2, 0.3], [0.0, 0.0, -0.4], [0.6, -0.1, -0.2], [0.3, -0.4, 0.0], [0.0, 0.4, 0.2], [0.0, -0.1, -0.3], [-1.3, 0.4, 0.0], [1.1, -1.6, -0.1], [0.1, 0.3, -0.1], [-0.8, 0.3, 0.1], [0.2, 0.1, -0.1], [0.7, -0.5, -0.1], [-0.3, 0.2, -0.1], [0.3, 0.0, -0.1], [0.4, 0.2, 0.4], [0.7, 0.0, -0.1], [-0.4, 0.4, 0.1], [-0.5, 0.6, 0.3], [-0.5, -0.7, 1.2], [1.2, -0.7, -0.6], [0.4, 0.0, -0.2], [-0.8, 0.2, -0.1], [0.6, -1.4, 0.1], [-0.3, 0.5, -0.1], [0.2, 1.2, -0.2], [-0.2, 0.1, -0.1], [0.2, -0.3, -0.1], [-0.3, 0.6, -0.3], [-0.5, 0.5, 0.2], [0.0, 0.0, 0.0], [-0.1, 0.0, 0.1], [0.7, -0.1, -0.4], [-0.6, 0.4, 0.5], [-0.2, -0.3, 0.8], [-0.2, 0.6, -0.3], [1.0, -1.1, 0.1], [-0.2, 0.4, -0.1], [-0.6, 0.4, -0.2], [0.1, 0.3, 0.0], [-0.3, -0.4, 0.0], [0.1, -0.2, 0.1], [-0.1, 0.1, -0.1], [-0.1, 0.1, -0.1], [0.3, 0.0, -0.5], [-0.5, 0.6, -0.9], [0.2, -0.5, 0.9], [-0.5, 0.3, -0.4], [0.5, 0.1, 1.0], [0.1, -0.3, 0.0], [-0.4, 0.2, -0.9], [0.0, 0.7, 0.8], [0.0, -0.2, -0.2], [0.4, -0.2, 0.6], [-0.2, 0.0, 0.3], [0.4, 0.1, -0.3], [-0.2, 0.0, -0.3], [0.0, -0.3, 0.1], [0.3, -0.4, -0.2], [-0.1, 0.0, -0.3], [-0.3, -0.1, -1.0], [0.3, -0.3, 0.2], [0.0, 0.3, -0.2], [-0.1, -0.7, 0.1], [0.1, 0.3, 0.4], [-0.9, 0.0, -0.5], [1.2, 0.5, -0.2], [0.0, 0.5, 0.4], [0.5, -0.3, 0.1], [-0.2, 0.1, 0.5], [-0.1, -0.3, 0.0], [-0.1, 0.4, -0.3], [-0.3, 0.3, -0.2], [0.0, -0.2, 0.0], [-0.1, -0.5, 0.7], [1.9, -0.4, -0.3], [-1.4, 0.1, 1.3], [0.7, -0.1, -0.1], [0.3, 0.5, 0.3], [-0.2, 0.3, -0.2], [-0.3, -0.9, 0.1], [-0.1, 0.1, -0.5], [-0.5, 0.3, -0.1], [0.0, 0.2, 0.0], [-0.7, 0.1, -0.2], [0.0, -0.4, -0.6], [0.0, -0.1, 0.0], [0.2, 0.1, 0.1], [0.1, -0.1, 0.1], [-0.1, 0.2, 0.1], [0.5, 0.7, 0.1], [-0.2, -1.0, -0.5], [0.1, -0.1, 0.7], [0.0, 0.1, -0.4], [0.1, 0.2, 0.1], [-0.3, -0.1, 0.2], [-0.4, -0.4, -0.7], [0.0, 0.0, -0.1], [-0.1, -0.2, 0.2], [-0.1, -0.1, 0.0], [0.1, 0.3, -0.2], [-0.4, 0.1, 0.0], [0.0, -0.2, 0.1], [0.0, 0.4, 0.4], [0.5, 0.3, 0.0], [1.0, 0.1, -0.4], [0.1, 0.1, 0.1], [-0.1, 0.1, 0.2], [-0.1, 0.2, -0.1], [0.4, 0.6, 0.1], [-0.7, -1.7, -0.9], [-0.3, -0.4, 0.3], [-0.1, -0.2, -0.1], [-0.4, 0.2, 0.1], [0.5, 0.1, 0.3], [-0.3, 0.2, 0.3], [0.2, 0.5, 0.2], [1.0, 0.0, -0.9], [0.0, 0.4, 0.7], [0.3, 0.9, -0.4], [-0.3, -0.3, -0.3], [-0.3, -1.0, 0.5], [-0.1, 1.3, 1.0], [-0.4, 0.3, 0.8], [0.0, -0.1, -0.3], [-0.7, -0.6, 0.0], [-0.1, -0.1, -0.8], [0.1, -0.1, -0.2], [0.3, -0.6, -0.3]],
  "mulliken_charge": [-1.101, 0.311, -0.541, -0.370, 0.613, -0.505, -0.278, 0.109, 0.323, 0.420, 0.364, 0.271, 0.391, -1.712, 0.988, -0.552, -0.365, 0.353, -0.543, 0.136, 0.413, 0.382, 0.350, -0.356, 0.327, 0.437, -1.442, 0.554, -0.448, -0.414, 0.502, -0.449, -0.082, 0.381, 0.365, 0.270, 0.223, 0.311, 0.293, -1.180, 1.798, -0.235, -0.364, 0.574, -0.561, -0.281, -0.180, 0.361, 0.450, -0.881, 0.258, 0.293, -1.116, 1.385, -0.345, 0.454, -0.243, -0.360, -0.660, 0.333, 0.415, 0.066, -0.783, -0.077, 0.465, 0.090, 0.326, -0.776, -0.235, -0.124, 0.525, -0.602, 0.202, -0.711, 0.387, -0.248, 0.441, 0.477, 0.096, 0.154, 0.374, 0.103, -1.470, 0.903, -0.357, 0.654, -0.597, -0.248, -0.744, 0.349, 0.368, 0.330, -0.513, 0.371, 0.306, 0.154, 0.446, 0.096, -0.393, -0.220, 0.612, -0.579, -0.280, -0.691, 0.148, 0.196, -0.442, 0.403, 0.304, 0.237, 0.292, 0.304, -0.898, -0.043, 0.747, -0.621, -0.140, -0.826, 0.252, 0.402, 0.267, 0.373, 0.384, 0.196, -0.296, 0.206, 0.573, -0.583, -0.399, -0.458, -0.212, 0.126, 0.415, 0.122, 0.132, 0.348]
}

---

{
  "formula": "C4H14N2O2",
  "method": "ωB97M-V/def2-TZVPD",
  "homo_energy_ev": -8.270,
  "gap_ev": 8.59,
  "relative_energy_kj_mol": 116.0,
  "multiplicity": 1,
  "lumo_ev": 0.3,
  "max_force_ha_per_bohr": 0.03589,
  "total_energy_ha": -420.7609,
  "smiles": "NCCNCCO.O",
  "symbols": ["N", "C", "C", "N", "C", "C", "O", "H", "H", "H", "H", "H", "H", "H", "H", "H", "H", "H", "H", "O", "H", "H"],
  "coordinates": [[1.693, -1.304, -1.023], [0.906, -0.544, -1.955], [-0.616, -0.440, -1.630], [-1.051, 0.057, -0.314], [-0.683, 1.448, -0.084], [-1.072, 1.913, 1.319], [-0.125, 1.309, 2.217], [1.712, -0.903, -0.076], [1.413, -2.265, -0.865], [0.939, -0.959, -2.955], [1.283, 0.493, -1.995], [-1.141, 0.119, -2.387], [-1.040, -1.466, -1.667], [-0.744, -0.544, 0.436], [0.395, 1.612, -0.265], [-1.070, 2.067, -0.875], [-0.920, 2.976, 1.502], [-2.105, 1.584, 1.504], [-0.296, 0.368, 2.301], [0.821, -1.782, 1.867], [0.608, -2.570, 2.383], [1.092, -1.168, 2.563]],
  "forces_ev_per_angstrom": [[0.7, 0.1, 1.1], [-1.4, 1.0, 0.6], [-0.2, -1.5, 1.0], [0.0, 0.7, -0.6], [0.8, 0.1, -0.2], [0.9, -0.9, -0.5], [-0.2, 0.1, 0.6], [-0.1, 0.0, -0.9], [-0.3, 0.1, -0.4], [0.4, -0.1, -0.2], [0.2, -0.5, -0.1], [-0.1, 0.4, -0.4], [0.3, 0.3, -0.2], [0.3, -0.1, -0.1], [0.1, 0.0, 0.7], [-1.0, 0.2, -0.3], [-0.3, 0.0, -0.4], [0.2, 0.3, 0.2], [-0.3, 0.0, -0.1], [-0.1, 0.1, 0.7], [-0.1, -0.1, -0.3], [0.2, 0.1, -0.2]],
  "nbo_charge": [-0.846, -0.235, -0.230, -0.642, -0.248, -0.073, -0.735, 0.368, 0.355, 0.190, 0.182, 0.186, 0.182, 0.362, 0.165, 0.189, 0.190, 0.175, 0.458, -0.947, 0.479, 0.475]
}

---

{
  "formula": "C7H17AlFO3",
  "method": "ωB97M-V/def2-TZVPD",
  "homo_energy_ev": -4.743,
  "charge": -1,
  "gap_ev": 7.69,
  "relative_energy_kj_mol": 0.0,
  "multiplicity": 1,
  "lumo_ev": 2.9,
  "max_force_ha_per_bohr": 0.01242,
  "total_energy_ha": -844.9452,
  "symbols": ["F", "C", "C", "C", "Al", "H", "H", "H", "H", "H", "H", "H", "H", "H", "C", "C", "O", "C", "O", "O", "C", "H", "H", "H", "H", "H", "H", "H", "H"],
  "coordinates": [[4.950, -1.465, -1.096], [5.167, -0.407, -1.979], [4.313, 0.804, -1.659], [2.975, 0.866, -2.407], [1.467, -0.457, -2.002], [6.232, -0.178, -1.899], [4.940, -0.774, -2.982], [4.927, 1.679, -1.918], [4.184, 0.841, -0.574], [2.545, 1.862, -2.254], [3.201, 0.793, -3.477], [0.653, -0.716, -3.405], [0.408, 0.158, -0.923], [1.952, -1.902, -1.444], [-4.739, 0.693, 3.487], [-3.899, 1.476, 2.500], [-2.658, 0.826, 2.220], [-2.732, -0.182, 1.337], [-3.749, -0.566, 0.813], [-1.536, -0.722, 1.231], [-1.452, -1.847, 0.345], [-4.170, 0.496, 4.396], [-5.634, 1.259, 3.751], [-5.048, -0.260, 3.060], [-3.616, 2.442, 2.917], [-4.438, 1.649, 1.569], [-1.845, -1.598, -0.636], [-2.000, -2.686, 0.776], [-0.398, -2.087, 0.253]],
  "forces_ev_per_angstrom": [[-0.1, -0.1, 0.1], [-0.1, 0.0, 0.0], [0.0, 0.2, -0.1], [0.0, -0.3, 0.2], [-0.1, 0.0, -0.2], [0.1, 0.0, -0.1], [0.1, -0.1, 0.0], [0.1, 0.0, 0.1], [0.0, 0.0, 0.1], [-0.1, 0.1, 0.0], [0.0, 0.1, -0.1], [0.0, 0.1, 0.0], [0.0, 0.1, 0.1], [0.1, -0.1, 0.1], [0.0, -0.1, 0.0], [-0.1, 0.2, 0.0], [0.0, 0.1, -0.1], [0.0, -0.4, 0.5], [-0.1, 0.1, -0.2], [0.0, 0.1, -0.1], [0.1, -0.2, -0.1], [0.0, 0.0, 0.0], [0.0, 0.0, 0.0], [0.0, 0.0, 0.0], [0.1, 0.0, 0.0], [0.0, -0.1, 0.0], [0.0, 0.0, 0.0], [-0.1, 0.0, 0.0], [0.0, 0.1, 0.0]],
  "nbo_charge": [-0.381, 0.065, -0.431, -0.926, 0.875, 0.135, 0.156, 0.170, 0.202, 0.201, 0.188, -0.419, -0.424, -0.410, -0.637, -0.068, -0.499, 0.987, -0.669, -0.475, -0.257, 0.206, 0.205, 0.227, 0.181, 0.194, 0.207, 0.167, 0.229]
}